{
  "formula": "C36H48BrF7NO18PS",
  "method": "ωB97M-V with the def2-TZVPD basis set",
  "elements": ["Br", "S", "P", "F", "F", "F", "F", "F", "F", "F", "O", "O", "O", "O", "O", "O", "O", "O", "O", "O", "O", "O", "O", "O", "O", "O", "O", "O", "N", "C", "C", "C", "C", "C", "C", "C", "C", "C", "C", "C", "C", "C", "C", "C", "C", "C", "C", "C", "C", "C", "C", "C", "C", "C", "C", "C", "C", "C", "C", "C", "C", "C", "C", "C", "C", "H", "H", "H", "H", "H", "H", "H", "H", "H", "H", "H", "H", "H", "H", "H", "H", "H", "H", "H", "H", "H", "H", "H", "H", "H", "H", "H", "H", "H", "H", "H", "H", "H", "H", "H", "H", "H", "H", "H", "H", "H", "H", "H", "H", "H", "H", "H", "H"],
  "positions_angstrom": [[3.369, -1.415, 1.080], [3.803, 2.039, 3.474], [1.642, 4.404, 3.258], [1.595, -2.675, -1.349], [-0.658, -3.030, -1.155], [-0.020, -1.348, -2.564], [0.040, 1.151, -0.878], [1.906, 0.159, -1.083], [0.182, -1.950, 1.058], [-1.315, -0.752, -0.129], [2.501, 7.259, -4.403], [1.393, -6.434, -4.465], [3.595, 0.552, 2.853], [3.251, 5.789, -2.872], [3.575, 2.181, 4.971], [-4.152, -8.218, -3.347], [2.434, 7.798, -2.195], [4.656, 2.039, -2.091], [-5.371, 0.943, 6.120], [-4.186, 1.226, 4.227], [-2.338, -8.634, -2.035], [4.623, 5.560, 4.025], [5.337, 2.212, 3.376], [-0.234, -7.466, -5.630], [-3.109, 1.151, 6.228], [1.635, 4.429, 4.793], [1.917, -7.586, -6.355], [-3.239, -10.275, -3.327], [3.861, 4.275, 1.940], [1.192, -1.747, 4.131], [1.593, 3.493, 0.081], [3.185, 6.223, -5.102], [-7.566, 0.406, 5.229], [-4.126, 1.113, 5.587], [-0.778, -7.087, -4.373], [3.135, 5.100, -4.109], [0.132, -1.027, -0.009], [0.198, -5.794, -2.449], [2.311, 2.443, 1.034], [2.471, 0.077, 2.165], [2.841, 3.213, 2.398], [1.817, -0.941, 3.276], [-6.197, -8.620, -4.594], [-1.119, 2.163, 1.540], [2.704, 7.025, -3.074], [2.502, 5.893, -6.411], [-4.732, -8.955, -4.419], [-5.501, 0.836, 3.857], [0.914, 0.341, -0.004], [1.103, -7.197, -5.560], [3.716, 2.160, 0.224], [0.067, 1.310, 2.231], [4.154, 2.981, -1.042], [5.517, 3.862, -0.733], [-3.164, -9.006, -2.830], [1.446, 1.050, 1.358], [0.152, 1.545, 3.819], [0.144, -5.983, -3.949], [-6.296, 1.214, 5.071], [-0.881, 2.514, 4.573], [1.328, 4.905, 0.138], [4.281, 5.010, 2.934], [0.351, -1.981, -1.342], [-0.675, 2.237, 6.184], [-4.497, -10.370, -3.979], [-1.067, 3.149, 6.790], [-0.114, 0.558, 4.402], [1.428, 3.121, -1.020], [-6.761, -8.821, -3.677], [4.675, 2.191, 0.900], [6.316, 3.203, -0.199], [-0.774, 3.637, 4.439], [4.212, 6.560, -5.284], [0.335, 4.073, 2.695], [-5.235, -10.726, -3.253], [3.499, 3.683, -1.632], [-0.427, 0.234, 2.208], [-6.325, -7.556, -4.812], [-1.328, 1.305, 6.458], [-7.351, -0.667, 5.246], [2.245, 5.624, 0.238], [-8.262, 0.611, 4.412], [-5.831, 1.364, 2.959], [-6.524, 2.286, 5.091], [-6.636, -9.201, -5.409], [5.272, 4.835, -0.175], [-1.730, 1.562, 0.739], [5.946, 4.114, -1.780], [-4.455, -11.067, -4.818], [-8.057, 0.643, 6.177], [-1.812, -6.751, -4.477], [-0.102, -5.035, -4.442], [-1.993, 2.439, 2.250], [-0.768, -5.463, -2.062], [-0.830, 3.149, 1.044], [3.817, 1.839, -2.597], [3.952, 4.387, -4.241], [0.617, -2.689, 4.488], [0.431, 2.035, 6.426], [2.182, 4.559, -4.113], [1.182, 1.803, 4.254], [0.477, -6.725, -1.944], [-4.177, -8.716, -5.333], [1.727, 5.797, 2.824], [-1.987, 2.194, 4.382], [2.473, 6.772, -7.062], [0.306, 5.432, 0.044], [0.957, -5.054, -2.182], [3.026, 5.088, -6.932], [-0.748, -7.956, -3.710], [-5.498, -0.240, 3.659], [1.463, 5.588, -6.249], [3.842, 1.040, -0.092]],
  "smiles": "C#C[C@]1(Br)OS(=O)(=O)[C@](N=C=O)([PH2]=O)[C@@](C=C)(C[C@@H](C)O)[C@@]1([C@H](C)CCC)C(F)(F)C(F)(F)C(F)(F)F.C[C@@H]1COC(=O)O1.C[C@@H]1COC(=O)O1.C[C@@H]1COC(=O)O1.C[C@@H]1COC(=O)O1",
  "relative_energy_kj_mol": 472.4,
  "homo_lumo_gap_ev": 7.70,
  "e_tot_ev": -185627.0617,
  "e_lumo_ev": -1.04
}